(1)
Formula: C33H41N8O14
Source: OMol25
Level of theory: wB97M-V/def2-TZVPD

molar mass: 773.7 g/mol
calculated total energy: -75441.9123 eV
2S+1: 1
HOMO: -6.7 eV
total charge: -1
ΔE to the lowest compared entry with this formula, charge and spin: 189.74 kJ/mol
Kohn-Sham gap: 7.0 eV

Cartesian coordinates (Å):
N -0.061 1.420 -0.217
O -1.005 1.044 -0.891
O 0.216 2.598 -0.353
O 0.587 0.637 0.522
C 1.572 -0.894 4.029
C 1.018 -1.739 2.956
C 0.551 -3.084 3.297
C 0.626 -3.572 4.711
C 1.207 -2.661 5.817
C 1.807 -1.284 5.398
N 0.225 -4.978 5.025
O 0.025 -5.414 6.255
O 0.065 -5.670 4.037
H 1.856 0.023 3.952
H 0.984 -1.389 1.972
H 0.065 -3.723 2.720
H 1.237 -3.080 6.813
H 2.253 -0.605 6.198
C -0.744 -2.377 -1.789
C -1.657 -3.513 -2.202
C -1.193 -4.875 -2.039
C -0.006 -5.266 -1.182
C 0.771 -4.043 -0.712
C 0.361 -2.668 -0.988
N 0.449 -6.640 -0.813
O -0.025 -7.598 -1.547
O 1.215 -6.758 0.188
H -1.169 -1.261 -1.894
H -2.662 -3.481 -2.546
H -1.750 -5.969 -2.450
H 1.581 -4.105 -0.050
H 1.000 -1.910 -0.534
C -3.260 -2.266 2.743
C -2.786 -1.314 1.737
C -3.686 -1.178 0.450
C -4.986 -1.947 0.346
C -5.415 -2.764 1.518
C -4.443 -3.023 2.684
N -5.803 -1.665 -0.818
O -5.274 -1.114 -1.839
O -6.926 -2.022 -0.917
H -2.525 -2.246 3.644
H -1.795 -0.675 1.646
H -3.364 -0.586 -0.462
H -6.570 -3.127 1.655
H -4.654 -3.787 3.628
C 1.755 0.515 -3.421
C 0.695 1.699 -3.634
C 0.528 2.285 -5.030
C 1.063 1.574 -6.240
C 2.029 0.297 -5.984
C 2.288 -0.049 -4.564
N 0.585 1.971 -7.544
O -0.252 2.925 -7.555
O 0.668 1.164 -8.525
H 1.972 0.217 -2.535
H 0.272 2.170 -2.835
H -0.076 3.193 -5.153
H 2.353 -0.368 -6.771
H 3.070 -0.979 -4.208
C 3.115 3.318 2.076
O 4.314 3.319 2.034
N 2.483 3.810 3.195
C 1.059 4.016 3.327
C 3.366 4.538 4.146
H 2.444 2.898 1.438
H 0.715 5.030 3.146
H 0.359 3.695 4.112
H 0.591 3.235 2.832
H 3.736 5.509 3.790
H 4.201 3.948 4.737
H 2.788 4.898 4.924
C -4.729 5.145 0.345
O -4.455 4.728 1.455
N -4.126 4.714 -0.772
C -4.522 4.944 -2.191
C -3.053 3.754 -0.726
H -5.712 5.692 0.181
H -4.615 3.984 -2.840
H -3.525 5.669 -2.722
H -5.432 5.274 -2.122
H -2.115 4.060 -1.252
H -3.308 2.867 -1.387
H -2.871 3.106 0.241
C 3.815 -0.554 -0.018
O 3.953 -1.775 0.205
N 4.402 0.043 -0.940
C 4.157 1.389 -1.174
C 5.450 -0.585 -1.867
H 3.151 0.022 0.318
H 3.257 1.842 -1.146
H 4.575 1.813 -2.165
H 4.525 1.893 -0.285
H 6.081 0.111 -2.537
H 4.956 -1.133 -2.673
H 6.103 -1.292 -1.384


(2)
Formula: C33H42AlAsClN5O4SSi2
Source: OMol25
Level of theory: wB97M-V/def2-TZVPD

molar mass: 798.3 g/mol
calculated total energy: -157094.1593 eV
2S+1: 1
HOMO: -8.0 eV
total charge: 0
ΔE to the lowest compared entry with this formula, charge and spin: 236.37 kJ/mol
Kohn-Sham gap: 8.1 eV

Cartesian coordinates (Å):
Al 9.792 13.039 11.652
O 14.073 13.858 15.160
C 14.676 13.645 13.969
O 15.877 13.500 13.840
C 13.726 13.625 12.776
C 14.015 13.373 11.443
Cl 15.575 13.145 10.731
N 12.892 13.172 10.738
N 11.857 13.331 11.602
C 12.323 13.625 12.797
C 11.141 13.958 13.700
O 11.493 13.958 15.172
O 10.145 13.159 13.390
C 12.643 12.912 9.361
C 13.434 13.420 8.391
C 13.068 13.307 7.035
C 11.908 12.641 6.704
C 11.113 12.143 7.694
C 11.514 12.157 9.046
H 13.124 13.944 15.149
H 14.314 14.021 8.658
H 13.671 13.779 6.254
H 11.629 12.536 5.671
H 10.143 11.688 7.443
H 10.928 11.680 9.809
N 9.514 14.754 11.055
C 9.396 15.786 11.749
C 9.471 15.796 13.256
C 10.879 15.437 13.760
C 10.987 15.348 15.293
C 9.702 15.500 16.101
C 8.539 15.866 15.518
C 8.455 15.956 14.045
C 9.359 17.148 11.080
C 9.419 17.221 9.678
C 9.257 18.377 9.030
C 9.130 19.531 9.797
C 9.078 19.490 11.144
C 9.056 18.282 11.855
H 11.661 16.082 13.284
H 11.783 15.965 15.654
H 9.695 15.266 17.162
H 7.591 15.849 16.025
H 7.477 16.202 13.654
H 9.608 16.343 9.150
H 9.128 18.376 7.958
H 9.005 20.506 9.342
H 9.070 20.443 11.628
H 9.067 18.263 12.900
C 4.454 10.894 11.337
N 5.650 11.631 10.890
C 5.685 12.622 10.003
S 7.141 13.465 9.766
N 4.517 12.842 9.344
C 3.801 11.791 8.642
H 4.603 10.439 12.342
H 4.181 10.124 10.632
H 3.648 11.595 11.473
H 6.547 11.210 11.124
H 4.635 13.608 8.727
H 4.395 11.071 8.191
H 3.157 12.255 7.966
H 3.131 11.267 9.311
C 10.961 10.278 14.621
Si 9.183 10.258 13.863
C 8.294 8.599 14.192
C 8.066 11.514 14.704
As 9.099 10.670 11.531
Si 10.924 9.205 11.153
C 12.765 9.789 11.367
C 10.740 8.469 9.443
C 10.826 7.586 12.081
H 10.894 10.738 15.628
H 11.652 10.821 14.056
H 11.282 9.219 14.699
H 7.799 8.714 15.166
H 8.905 7.730 14.219
H 7.485 8.447 13.460
H 7.049 11.378 14.462
H 8.307 12.522 14.412
H 8.101 11.459 15.787
H 13.138 10.180 10.439
H 13.385 9.059 11.821
H 12.724 10.595 12.062
H 10.482 9.233 8.706
H 9.876 7.758 9.448
H 11.657 7.981 9.076
H 11.078 7.503 13.145
H 11.661 6.995 11.572
H 9.887 7.031 11.821


Please write out number 2 again, unchanged.
Formula: C33H42AlAsClN5O4SSi2
Source: OMol25
Level of theory: wB97M-V/def2-TZVPD

molar mass: 798.3 g/mol
calculated total energy: -157094.1593 eV
2S+1: 1
HOMO: -8.0 eV
total charge: 0
ΔE to the lowest compared entry with this formula, charge and spin: 236.37 kJ/mol
Kohn-Sham gap: 8.1 eV

Cartesian coordinates (Å):
Al 9.792 13.039 11.652
O 14.073 13.858 15.160
C 14.676 13.645 13.969
O 15.877 13.500 13.840
C 13.726 13.625 12.776
C 14.015 13.373 11.443
Cl 15.575 13.145 10.731
N 12.892 13.172 10.738
N 11.857 13.331 11.602
C 12.323 13.625 12.797
C 11.141 13.958 13.700
O 11.493 13.958 15.172
O 10.145 13.159 13.390
C 12.643 12.912 9.361
C 13.434 13.420 8.391
C 13.068 13.307 7.035
C 11.908 12.641 6.704
C 11.113 12.143 7.694
C 11.514 12.157 9.046
H 13.124 13.944 15.149
H 14.314 14.021 8.658
H 13.671 13.779 6.254
H 11.629 12.536 5.671
H 10.143 11.688 7.443
H 10.928 11.680 9.809
N 9.514 14.754 11.055
C 9.396 15.786 11.749
C 9.471 15.796 13.256
C 10.879 15.437 13.760
C 10.987 15.348 15.293
C 9.702 15.500 16.101
C 8.539 15.866 15.518
C 8.455 15.956 14.045
C 9.359 17.148 11.080
C 9.419 17.221 9.678
C 9.257 18.377 9.030
C 9.130 19.531 9.797
C 9.078 19.490 11.144
C 9.056 18.282 11.855
H 11.661 16.082 13.284
H 11.783 15.965 15.654
H 9.695 15.266 17.162
H 7.591 15.849 16.025
H 7.477 16.202 13.654
H 9.608 16.343 9.150
H 9.128 18.376 7.958
H 9.005 20.506 9.342
H 9.070 20.443 11.628
H 9.067 18.263 12.900
C 4.454 10.894 11.337
N 5.650 11.631 10.890
C 5.685 12.622 10.003
S 7.141 13.465 9.766
N 4.517 12.842 9.344
C 3.801 11.791 8.642
H 4.603 10.439 12.342
H 4.181 10.124 10.632
H 3.648 11.595 11.473
H 6.547 11.210 11.124
H 4.635 13.608 8.727
H 4.395 11.071 8.191
H 3.157 12.255 7.966
H 3.131 11.267 9.311
C 10.961 10.278 14.621
Si 9.183 10.258 13.863
C 8.294 8.599 14.192
C 8.066 11.514 14.704
As 9.099 10.670 11.531
Si 10.924 9.205 11.153
C 12.765 9.789 11.367
C 10.740 8.469 9.443
C 10.826 7.586 12.081
H 10.894 10.738 15.628
H 11.652 10.821 14.056
H 11.282 9.219 14.699
H 7.799 8.714 15.166
H 8.905 7.730 14.219
H 7.485 8.447 13.460
H 7.049 11.378 14.462
H 8.307 12.522 14.412
H 8.101 11.459 15.787
H 13.138 10.180 10.439
H 13.385 9.059 11.821
H 12.724 10.595 12.062
H 10.482 9.233 8.706
H 9.876 7.758 9.448
H 11.657 7.981 9.076
H 11.078 7.503 13.145
H 11.661 6.995 11.572
H 9.887 7.031 11.821


- Among the records above, which one has the highest ΔE to the lowest compared entry with this formula, charge and spin?
  C33H42AlAsClN5O4SSi2